Entry 1:
# C36H32F6FeGeNO3Si

A molecular structure, C36H32F6FeGeNO3Si (ωB97M-V with the def2-TZVPD basis set, OMol25).

Output
- E_LUMO (spin up / spin down): 0.3 / -1.8 eV
- Energy above the lowest of the compared OMol25 structures with the same formula, charge and spin: 62.0 kcal/mol
- HOMO-LUMO gap (spin up / spin down): 8.763 / 6.670 eV
- <S²>: 8.76
- HOMO level (spin up / spin down): -8.480 / -8.440 eV
- DFT total energy: -160567.820 eV
- 2S+1: 6

Last column: Löwdin charge in e.
CARTESIAN COORDINATES (ANGSTROEM)
Fe (0.453, -0.949, 2.195)  1.1776
C (1.487, -2.577, -0.738)  -0.1648
Si (2.369, -3.195, 0.828)  0.3969
C (1.859, -4.986, 1.084)  -0.1733
C (4.243, -3.188, 0.561)  -0.1731
N (1.990, -2.163, 2.135)  -0.1416
C (2.453, -2.423, 3.409)  -0.2948
C (3.062, -3.653, 3.772)  -0.0113
C (3.556, -3.807, 5.133)  -0.0580
C (3.361, -2.826, 6.102)  -0.0872
C (2.550, -1.734, 5.786)  -0.0165
C (2.187, -1.507, 4.481)  -0.2062
F (1.380, -0.448, 4.155)  0.0195
H (1.775, -3.279, -1.515)  0.0385
H (1.866, -1.600, -0.949)  0.0106
H (0.410, -2.578, -0.685)  0.0172
H (1.153, -5.009, 1.932)  0.0208
H (2.700, -5.725, 1.027)  0.0529
H (1.245, -5.121, 0.131)  0.0462
H (4.494, -3.808, -0.335)  0.0384
H (4.853, -3.719, 1.344)  0.0394
H (4.612, -2.159, 0.397)  0.0332
H (3.164, -4.515, 3.105)  0.0831
H (4.131, -4.702, 5.272)  0.0930
H (3.717, -3.012, 7.120)  0.1086
H (2.208, -1.065, 6.523)  0.1069
O (0.081, 1.316, 2.117)  -0.0253
C (0.788, 1.293, 1.062)  -0.5086
O (1.284, 0.132, 0.684)  -0.1075
C (1.088, 2.679, 0.388)  -0.1664
C (-0.077, 3.588, 0.093)  -0.2775
Ge (-0.957, 3.269, -1.701)  1.0405
C (-2.489, 4.449, -2.214)  -0.2517
C (-3.267, 5.026, -1.202)  -0.1522
C (-4.352, 5.749, -1.508)  -0.1333
C (-4.695, 6.085, -2.815)  -0.0746
C (-3.927, 5.506, -3.876)  -0.0867
C (-2.812, 4.696, -3.596)  -0.0882
C (-1.609, 1.418, -1.752)  -0.2659
C (-2.948, 1.086, -1.506)  -0.0908
C (-3.326, -0.201, -1.723)  -0.1098
C (-2.462, -1.173, -2.190)  -0.0648
C (-1.110, -0.817, -2.348)  -0.0874
C (-0.674, 0.426, -1.983)  -0.1388
C (0.487, 3.593, -2.977)  -0.2798
C (0.488, 2.846, -4.188)  -0.0986
C (1.521, 3.079, -5.101)  -0.1090
C (2.528, 3.949, -4.816)  -0.1058
C (2.577, 4.584, -3.560)  -0.0932
C (1.568, 4.426, -2.637)  -0.1242
H (1.767, 2.728, -0.480)  0.1033
H (1.717, 3.211, 1.141)  0.1306
H (0.214, 4.633, 0.153)  0.0592
H (-0.873, 3.504, 0.882)  0.0831
H (-3.065, 4.838, -0.164)  0.0957
H (-5.009, 6.044, -0.673)  0.1133
H (-5.510, 6.801, -3.028)  0.1064
H (-4.193, 5.645, -4.941)  0.1024
H (-2.157, 4.197, -4.378)  0.1104
H (-3.602, 1.908, -1.205)  0.1049
H (-4.358, -0.483, -1.539)  0.1074
H (-2.664, -2.202, -2.303)  0.0916
H (-0.356, -1.400, -2.818)  0.0930
H (0.392, 0.624, -1.906)  0.1050
H (-0.350, 2.118, -4.324)  0.1099
H (1.568, 2.583, -6.090)  0.1130
H (3.336, 4.103, -5.529)  0.1041
H (3.457, 5.240, -3.326)  0.1170
H (1.530, 5.035, -1.717)  0.1057
F (-2.570, -6.559, 2.356)  0.0720
C (-2.534, -5.189, 2.470)  -0.1109
C (-3.372, -4.429, 1.612)  -0.1403
F (-4.391, -5.025, 0.988)  0.1292
C (-3.011, -3.126, 1.377)  -0.1377
F (-3.605, -2.550, 0.342)  0.1184
C (-1.935, -2.457, 2.075)  -0.2649
O (-1.309, -1.445, 1.605)  -0.0970
C (-1.453, -3.166, 3.228)  -0.1199
F (-0.473, -2.620, 3.981)  0.0688
C (-1.556, -4.587, 3.259)  -0.1125
F (-0.620, -5.236, 4.029)  0.0827

Entry 2:
# C36H32NO3P2V

A molecular structure, C36H32NO3P2V (ωB97M-V with the def2-TZVPD basis set, OMol25).

Output
- E_LUMO (spin up / spin down): -3.2 / -3.3 eV
- Energy above the lowest of the compared OMol25 structures with the same formula, charge and spin: 52.2 kcal/mol
- HOMO-LUMO gap (spin up / spin down): 7.198 / 6.556 eV
- Net charge: +1
- <S²>: 0.96
- HOMO level (spin up / spin down): -10.448 / -9.812 eV
- DFT total energy: -89742.693 eV
- 2S+1: 2

Last column: Löwdin charge in e.
CARTESIAN COORDINATES (ANGSTROEM)
V (-1.878, -0.015, -0.226)  0.7544
O (-4.482, -1.253, -1.368)  0.0959
C (-3.635, -0.382, -1.470)  -0.6283
O (-2.405, -0.590, -1.797)  -0.1261
C (-3.869, 1.065, -1.163)  -0.1642
C (-5.039, 1.781, -1.438)  0.0412
C (-5.018, 3.141, -1.269)  0.0315
C (-3.843, 3.771, -0.794)  -0.1316
C (-3.745, 5.164, -0.606)  -0.0122
C (-2.600, 5.725, -0.102)  -0.0534
C (-1.499, 4.921, 0.226)  -0.0474
C (-1.547, 3.562, 0.042)  -0.0056
C (-2.710, 2.963, -0.478)  -0.1716
N (-2.763, 1.621, -0.670)  0.0216
H (-5.910, 1.255, -1.796)  0.1332
H (-5.886, 3.739, -1.502)  0.1273
H (-4.590, 5.783, -0.864)  0.1211
H (-2.534, 6.794, 0.030)  0.1134
H (-0.604, 5.385, 0.613)  0.1139
H (-0.692, 2.926, 0.264)  0.0850
C (-3.446, -0.538, 3.084)  -0.0850
O (-2.541, -0.784, 2.010)  -0.1830
H (-3.090, -1.030, 3.994)  0.0989
H (-4.450, -0.895, 2.839)  0.0967
H (-3.477, 0.536, 3.257)  0.0843
H (-2.454, -1.749, 1.946)  0.0901
C (1.758, 0.409, -0.432)  -0.5067
P (0.262, 0.239, 0.608)  0.9742
C (0.337, -1.477, 1.221)  -0.3497
C (1.170, -1.903, 2.248)  -0.0505
C (1.172, -3.236, 2.626)  -0.0487
C (0.352, -4.148, 1.985)  -0.0523
C (-0.508, -3.723, 0.982)  -0.0639
C (-0.528, -2.390, 0.613)  -0.1565
C (0.716, 1.210, 2.080)  -0.3598
C (2.040, 1.383, 2.477)  -0.0946
C (2.324, 2.073, 3.641)  -0.0605
C (1.303, 2.625, 4.397)  -0.0593
C (-0.014, 2.478, 3.992)  -0.0588
C (-0.308, 1.763, 2.844)  -0.0991
P (1.499, -0.038, -2.240)  1.0530
C (3.273, -0.285, -2.684)  -0.3999
C (3.560, -1.208, -3.690)  -0.1067
C (4.868, -1.491, -4.037)  -0.0699
C (5.914, -0.847, -3.397)  -0.0776
C (5.636, 0.114, -2.440)  -0.0799
C (4.327, 0.402, -2.092)  -0.1053
C (1.110, -1.823, -2.047)  -0.4270
C (1.983, -2.717, -1.431)  -0.0950
C (1.670, -4.061, -1.382)  -0.0728
C (0.491, -4.525, -1.947)  -0.0832
C (-0.372, -3.643, -2.578)  -0.0653
C (-0.057, -2.295, -2.637)  -0.1227
H (2.570, -0.190, -0.009)  0.0560
H (2.014, 1.474, -0.413)  0.0554
H (1.810, -1.199, 2.759)  0.1034
H (1.819, -3.567, 3.422)  0.1127
H (0.377, -5.190, 2.265)  0.1150
H (-1.145, -4.436, 0.481)  0.1204
H (-1.194, -2.060, -0.193)  0.0792
H (2.859, 0.997, 1.889)  0.1036
H (3.350, 2.179, 3.956)  0.1127
H (1.536, 3.174, 5.295)  0.1120
H (-0.813, 2.913, 4.573)  0.1114
H (-1.335, 1.641, 2.513)  0.0865
H (2.747, -1.716, -4.189)  0.1093
H (5.072, -2.223, -4.804)  0.1086
H (6.937, -1.086, -3.647)  0.1068
H (6.445, 0.640, -1.956)  0.1054
H (4.138, 1.169, -1.356)  0.0924
H (2.918, -2.367, -1.014)  0.1163
H (2.358, -4.752, -0.915)  0.1134
H (0.257, -5.578, -1.909)  0.1113
H (-1.279, -4.005, -3.039)  0.1150
H (-0.709, -1.599, -3.151)  0.0919

Entry 3:
# C36H33AsBN3O3PTc

A molecular structure, C36H33AsBN3O3PTc (ωB97M-V with the def2-TZVPD basis set, OMol25).

Output
- E_LUMO (spin up / spin down): -4.0 / -3.9 eV
- Energy above the lowest of the compared OMol25 structures with the same formula, charge and spin: 29.0 kcal/mol
- HOMO-LUMO gap (spin up / spin down): 6.559 / 6.639 eV
- Net charge: +1
- <S²>: 0.76
- HOMO level (spin up / spin down): -10.562 / -10.562 eV
- DFT total energy: -121477.662 eV
- 2S+1: 2

Last column: Löwdin charge in e.
CARTESIAN COORDINATES (ANGSTROEM)
Tc (0.438, -3.366, 0.130)  1.1602
N (4.712, -6.585, 0.271)  0.1331
C (4.289, -5.273, 0.138)  -0.3503
C (2.936, -4.944, 0.174)  -0.0429
N (2.488, -3.689, 0.031)  -0.1077
C (3.441, -2.766, -0.171)  -0.1064
C (4.778, -3.101, -0.223)  -0.0728
N (5.213, -4.339, -0.071)  0.1573
H (4.355, -7.039, 1.101)  0.1074
H (5.724, -6.602, 0.250)  0.1047
H (2.182, -5.710, 0.319)  0.1254
H (3.122, -1.753, -0.284)  0.0542
H (5.535, -2.344, -0.389)  0.1255
O (0.418, -3.390, 1.797)  -0.4009
C (-1.016, 0.187, 0.204)  -0.3711
C (-0.805, 1.498, -0.538)  -0.4382
As (-2.218, 2.770, -0.001)  1.3129
C (-1.496, 4.380, -0.843)  -0.4256
C (-1.938, 5.614, -0.380)  -0.1226
C (-1.461, 6.786, -0.943)  -0.0785
C (-0.539, 6.735, -1.977)  -0.0856
C (-0.098, 5.510, -2.447)  -0.0860
C (-0.575, 4.335, -1.882)  -0.1193
C (-1.458, 3.089, 1.777)  -0.4201
C (-2.245, 2.856, 2.898)  -0.1264
C (-1.728, 3.051, 4.173)  -0.0838
C (-0.423, 3.481, 4.331)  -0.0838
C (0.368, 3.720, 3.215)  -0.0845
C (-0.147, 3.525, 1.944)  -0.1113
P (0.385, -1.016, 0.028)  1.0159
C (1.653, 0.024, 0.842)  -0.3649
C (1.754, -0.106, 2.224)  -0.0857
C (2.661, 0.659, 2.936)  -0.0624
C (3.476, 1.561, 2.271)  -0.0671
C (3.378, 1.697, 0.894)  -0.0609
C (2.471, 0.932, 0.178)  -0.1053
C (0.668, -0.948, -1.815)  -0.3408
C (1.920, -0.940, -2.444)  -0.1071
C (2.012, -0.928, -3.826)  -0.0605
C (0.868, -0.949, -4.605)  -0.0604
C (-0.376, -0.991, -3.999)  -0.0547
C (-0.475, -0.997, -2.618)  -0.1062
H (-1.936, -0.274, -0.126)  0.0571
H (-1.117, 0.376, 1.275)  0.0859
H (-0.845, 1.346, -1.613)  0.0539
H (0.152, 1.953, -0.292)  0.0445
H (-2.659, 5.664, 0.429)  0.1032
H (-1.809, 7.742, -0.574)  0.1071
H (-0.167, 7.651, -2.417)  0.1054
H (0.619, 5.468, -3.257)  0.1034
H (-0.217, 3.389, -2.271)  0.0857
H (-3.267, 2.514, 2.780)  0.0921
H (-2.346, 2.865, 5.042)  0.1056
H (-0.019, 3.634, 5.324)  0.1053
H (1.389, 4.059, 3.336)  0.1036
H (0.484, 3.721, 1.084)  0.1022
H (1.117, -0.807, 2.754)  0.1076
H (2.730, 0.553, 4.010)  0.1144
H (4.183, 2.162, 2.827)  0.1129
H (4.007, 2.409, 0.376)  0.1131
H (2.401, 1.077, -0.893)  0.1038
H (2.832, -0.939, -1.873)  0.0735
H (2.985, -0.908, -4.298)  0.1138
H (0.945, -0.943, -5.684)  0.1146
H (-1.273, -1.022, -4.602)  0.1168
H (-1.459, -1.040, -2.166)  0.1106
O (-2.579, -2.358, 0.413)  0.0771
B (-1.720, -3.390, 0.000)  -0.5602
O (-2.470, -4.473, -0.485)  0.1192
C (-3.793, -4.087, -0.368)  -0.2102
C (-4.926, -4.790, -0.708)  0.0128
C (-6.148, -4.171, -0.487)  -0.0719
C (-6.215, -2.888, 0.058)  -0.0730
C (-5.061, -2.196, 0.396)  0.0104
C (-3.859, -2.828, 0.168)  -0.2052
H (-4.864, -5.784, -1.130)  0.1246
H (-7.061, -4.690, -0.742)  0.1074
H (-7.179, -2.427, 0.221)  0.1072
H (-5.102, -1.201, 0.821)  0.1225